1.
A structure of composition C17H54O10. Source: the OMol25 dataset; level of theory: wB97M-V/def2-TZVPD.

The total energy comes out at -38938.089 eV. The value obtained for the energy relative to the best compared isomer or geometry (same formula, charge and spin) is 918.4 kcal/mol. The HOMO-LUMO gap comes out at 6.18 eV. The calculation puts the HOMO energy at -0.238 Ha. As for the largest force on an atom: 15.917 eV/Å.

The geometry in ORCA input format:
```
! wB97M-V def2-TZVPD RIJCOSX def2/J DEFGRID3
* xyz 0 1
C 0.714 1.380 2.437
C 1.483 -1.823 -0.193
H 0.960 -3.236 3.102
H 1.757 -0.283 3.220
H -2.024 1.707 2.426
H 0.296 -1.819 -5.137
C -0.884 -0.990 -3.431
H -1.561 -0.286 -5.176
H 0.678 -2.720 -1.979
O 2.294 0.018 0.468
H -3.975 2.604 0.904
H 1.535 -0.529 -2.748
H 0.252 -0.462 1.552
C 1.578 1.126 -1.956
H 1.544 0.717 -2.966
C -0.357 0.379 2.834
H -1.427 1.784 4.051
O -0.986 2.483 0.278
O -3.121 0.910 -1.214
H -4.830 1.354 1.696
H -1.042 2.122 -0.829
C 1.632 -2.351 -1.605
H -1.554 -0.314 0.375
C 2.244 -1.341 -2.590
H -3.746 1.523 -1.608
C 0.771 -2.214 3.431
H 1.004 -0.845 -0.226
H 0.948 -2.036 4.492
H 2.480 -1.642 0.208
H 0.028 -0.215 3.663
O 1.025 -1.014 1.415
C 0.446 -1.453 -4.121
H -2.311 0.273 1.885
H 0.662 0.915 -1.404
O -1.223 1.396 -1.426
H -1.581 -1.821 -3.322
H -1.609 3.055 0.731
H -3.992 -0.386 0.036
H -0.186 0.401 0.943
H -5.374 1.878 0.079
H -0.517 -1.343 -1.409
H 1.472 0.478 0.294
H 2.368 -1.732 -3.601
C 1.629 -1.206 2.653
H 0.842 -2.511 0.359
H -1.489 1.351 0.793
H -2.088 1.081 -1.166
H 0.896 2.159 3.177
H -0.294 -2.073 3.248
O 2.554 -3.422 -1.496
C 3.053 -1.756 2.433
H 2.326 0.564 -1.397
H 0.488 1.901 1.507
H -2.266 0.331 3.602
H -1.866 -0.256 -1.682
H 0.641 3.448 1.209
C -1.592 1.098 3.220
H 0.969 -2.290 -3.658
O 0.324 0.459 0.135
C -0.860 -0.507 -2.019
H 2.961 -2.697 1.890
O 1.753 2.502 -1.982
C 0.267 3.108 0.243
H 3.578 -1.121 1.720
H 1.674 0.877 2.316
H 1.004 2.913 -2.421
H 2.638 -3.862 -2.345
C -3.509 0.588 0.119
H 0.997 2.400 -0.149
O -0.684 -0.519 1.790
H -0.318 0.684 -0.539
H -1.502 -0.990 1.962
H 0.228 4.004 -0.376
H 1.189 -0.656 -4.146
O -1.439 0.019 -4.274
H 2.027 -0.795 0.896
H 3.207 -1.038 -2.179
H 3.656 -1.948 3.321
C -4.506 1.673 0.705
H -0.211 0.357 -1.875
C -2.146 0.482 0.828
*
```

---

2.
The ion C2H3N2OS with charge +1. Source: the OMol25 dataset; level of theory: wB97M-V/def2-TZVPD.

The total energy comes out at -17973.526 eV. The value obtained for the energy relative to the best compared isomer or geometry (same formula, charge and spin) is 90.5 kcal/mol. The HOMO-LUMO gap (alpha / beta) comes out at 8.29 / 8.29 eV. The calculation puts the HOMO energy (alpha / beta) at -0.545 / -0.545 Ha. As for the largest force on an atom: 8.595 eV/Å.

The geometry in ORCA input format:
```
! wB97M-V def2-TZVPD RIJCOSX def2/J DEFGRID3
* xyz 1 1
O -2.359 1.139 0.024
H 0.263 1.878 -0.034
H 1.038 -2.106 0.056
C 0.535 -1.265 -0.078
S -1.168 -1.285 -0.010
C 0.970 -0.007 0.051
H 1.939 0.358 0.051
N -0.025 0.944 -0.022
N -1.193 0.345 -0.039
*
```

---

- Look up the largest force on an atom of the second one.
  8.595 eV/Å

---

- What is the total energy in the second record?
  -17973.526 eV

---

- The highest total energy belongs to which entry?
  C2H3N2OS